{"formula": "C44H36MoNO2P2S", "method": "the ωB97M-V functional and the def2-TZVPD basis", "elements": ["Mo", "O", "N", "C", "C", "C", "C", "C", "S", "H", "H", "H", "H", "C", "C", "C", "C", "C", "C", "C", "C", "P", "C", "C", "C", "C", "C", "C", "C", "C", "C", "C", "C", "C", "C", "O", "C", "C", "C", "C", "C", "C", "P", "C", "C", "C", "C", "C", "C", "C", "C", "C", "C", "C", "C", "H", "H", "H", "H", "H", "H", "H", "H", "H", "H", "H", "H", "H", "H", "H", "H", "H", "H", "H", "H", "H", "H", "H", "H", "H", "H", "H", "H", "H", "H", "H", "H"], "xyz": [[10.73418, 12.30808, 10.53832], [12.55238, 12.07618, 11.31515], [13.42812, 11.08275, 11.00097], [14.62004, 11.09928, 11.68599], [15.52223, 10.10779, 11.31089], [15.17865, 9.17124, 10.30346], [13.98527, 9.24474, 9.64012], [13.05479, 10.20962, 10.01967], [11.49526, 10.40273, 9.31384], [14.61362, 11.88281, 12.41436], [16.41409, 9.99311, 11.90415], [15.91594, 8.34399, 10.09880], [13.74391, 8.64674, 8.79293], [12.75513, 16.86462, 13.82518], [11.32119, 16.54522, 13.41549], [10.35055, 17.57392, 14.10465], [10.87906, 15.15351, 13.91319], [11.07918, 14.78388, 15.27871], [10.64580, 13.55646, 15.78456], [10.10046, 12.59496, 15.00066], [10.02215, 12.84018, 13.59859], [9.13136, 11.84705, 12.37952], [9.23881, 10.08724, 12.83749], [8.08692, 9.29880, 12.77241], [8.12767, 7.89637, 12.90509], [9.39526, 7.29342, 13.05702], [10.54083, 8.06863, 13.16768], [10.43876, 9.44659, 13.07749], [7.40216, 12.37070, 12.38232], [6.65033, 12.69618, 13.50355], [5.32343, 13.02052, 13.38673], [4.71523, 13.02388, 12.13667], [5.45746, 12.81051, 10.97668], [6.81563, 12.47643, 11.07946], [10.38591, 14.10567, 13.13842], [10.41228, 14.29269, 11.72489], [10.67425, 15.58460, 11.16637], [10.50971, 15.57198, 9.79063], [10.87043, 16.71958, 9.10889], [11.40699, 17.78533, 9.76537], [11.54095, 17.70312, 11.11676], [11.17346, 16.63809, 11.90468], [9.88538, 14.08227, 8.88963], [11.02171, 14.13803, 7.48688], [10.60994, 14.58372, 6.23307], [11.62553, 14.90383, 5.28398], [12.92624, 14.55954, 5.55598], [13.33575, 14.02039, 6.76870], [12.37355, 13.82013, 7.74819], [8.23742, 14.64681, 8.25057], [7.65837, 15.78420, 8.79038], [6.45514, 16.18443, 8.31886], [5.79224, 15.58662, 7.26833], [6.30883, 14.47390, 6.72364], [7.51958, 13.97116, 7.22448], [12.92466, 16.83557, 14.90938], [13.16380, 17.80448, 13.43339], [13.40376, 16.01049, 13.47566], [10.30224, 17.39439, 15.18658], [9.32134, 17.54917, 13.68482], [10.70378, 18.62125, 13.99224], [11.49242, 15.50697, 16.03988], [10.62824, 13.38471, 16.82616], [9.69530, 11.69372, 15.44734], [7.06230, 9.71660, 12.67324], [7.29616, 7.29750, 12.87616], [9.49785, 6.17161, 13.05725], [11.51561, 7.59683, 13.20964], [11.34651, 10.06172, 12.97324], [7.12663, 12.67223, 14.48053], [4.76819, 13.25270, 14.29094], [3.66902, 13.25413, 12.05202], [4.83916, 12.76867, 10.04813], [7.32612, 12.23228, 10.18952], [10.79865, 16.87846, 8.04032], [11.75628, 18.65629, 9.19355], [12.01964, 18.51404, 11.65086], [9.59844, 14.72488, 6.05834], [11.36311, 15.25168, 4.29999], [13.64716, 14.74634, 4.77028], [14.40338, 13.82002, 6.98021], [12.71081, 13.58659, 8.73816], [8.05891, 16.36458, 9.59543], [5.82372, 16.94838, 8.79186], [4.82802, 15.95463, 6.97512], [5.76680, 14.00104, 5.93472], [7.89240, 13.05716, 6.78996]], "atomic_forces_ev_per_a": [[-0.0271, 0.6587, -0.0117], [0.4017, -0.2622, 0.1690], [-0.2797, 0.1861, -0.1082], [-0.8506, -1.6632, -1.9710], [-0.8954, 0.3517, 0.7858], [1.4750, -0.5337, 0.5414], [0.0064, 0.4771, 0.1824], [0.4315, 0.9333, 0.7649], [-0.4144, 0.1038, -0.0728], [0.6312, 0.0983, 0.3925], [0.2720, 0.0572, -0.2064], [-0.9354, 1.0981, 0.0172], [-0.1186, -0.6518, -0.2637], [1.3851, -1.6084, 0.0710], [-1.1406, 0.6500, 0.4025], [-0.1191, 0.5627, -0.3175], [1.0215, -0.8368, 1.6753], [-0.3620, 1.0620, 0.0767], [0.2544, 1.0846, -0.0704], [-0.5788, -0.4228, -2.1408], [-0.5847, 0.3306, 0.9068], [0.1070, -0.6930, 0.2074], [-1.1662, -0.1919, 0.0364], [-1.6750, -0.7379, 0.3420], [3.6009, 1.8086, 0.1247], [-0.5803, -1.0879, -0.0143], [-0.1620, 0.0315, -0.2953], [1.3607, 0.7548, -0.8286], [-0.1598, 0.3139, -2.2229], [1.0269, -0.3263, 0.4068], [-0.5578, 0.0992, 0.0969], [0.4658, 0.4073, 0.0429], [-0.6555, -0.6535, -0.0269], [-1.3092, 0.1200, 1.7557], [1.0722, 1.0450, -0.7155], [-0.2668, -0.3502, 0.6064], [-0.1475, -1.6965, 0.0262], [-0.3166, -0.1242, -0.2179], [-0.1244, 0.1167, -1.2115], [0.3491, 0.7291, -0.4179], [0.9265, 1.5671, 1.7812], [-0.5091, -1.3404, -0.1102], [-0.5342, 0.7077, -0.1522], [0.3181, -0.5561, -0.2397], [3.0382, 0.2691, 0.1193], [-1.5144, -1.2903, 0.8120], [0.7239, 0.3148, -0.5935], [0.1122, -0.0948, 0.5396], [-0.1926, 0.8590, -0.7305], [-0.0268, -0.9955, -0.6511], [0.3286, -0.0779, 0.4515], [-2.5322, 1.4239, 0.0884], [-0.4548, 0.7683, 0.8055], [1.3891, -1.3090, -0.2341], [0.3387, 0.2165, 0.3739], [-0.4157, 0.3324, -0.1814], [-0.3723, -0.2558, 0.0488], [-0.3905, 0.9437, 0.0012], [-0.0166, -0.0804, -0.3069], [0.6311, -0.2234, 0.2731], [-0.0200, -0.6450, -0.1334], [-0.4495, -0.7241, -1.1894], [0.4032, -0.0248, 1.0348], [0.1151, -0.0755, -0.2405], [0.9629, 0.0613, -0.1062], [-2.0363, -1.0772, -0.1557], [-0.2385, 1.3606, 0.1155], [-0.0774, 0.0671, 0.2131], [-0.1951, -0.3823, 0.4834], [-0.1159, 0.0092, -0.0488], [-0.0591, -0.0442, -0.2173], [-0.2746, -0.0052, 0.0207], [1.1927, 0.1918, 0.5134], [0.8440, -0.2138, -0.7666], [-0.2806, -0.7467, -0.1507], [-0.2408, -0.3958, 0.4790], [-0.0546, 0.2814, -0.0983], [-1.6256, 0.4874, -0.5485], [-0.1018, 0.2458, -0.0822], [0.1811, -0.0257, 0.1170], [-0.8208, 0.0828, -0.2459], [0.0123, -0.3741, 0.5335], [0.5257, -0.0560, 0.3537], [1.0001, 0.1272, 0.1095], [-0.2189, 0.1850, -0.2017], [0.0382, -0.5708, -0.4117], [0.2530, -0.1573, 0.0108]], "homo_lumo_gap_ev": [7.7, 7.6], "total_charge": 2, "energy_ha": -3052.077782, "spin_multiplicity": 4, "homo_energy_ev": [-13.60, -13.79]}